# C106H150F18N12O24

A cluster of 16 separate species, C106H150F18N12O24 in total (ωB97M-V/def2-TZVPD, the OMol25 dataset).

```
310
Properties=species:S:1:pos:R:3:forces:R:3:lowdin_charge:R:1
C 5.22297 7.19037 -0.06014 0.5374 -0.1057 -1.7647 0.0161
N 4.32929 7.30884 1.09238 -0.4505 -0.4267 0.2904 -0.0389
C 3.04933 6.93127 0.87250 0.3476 -0.1764 -0.1941 0.0042
C 2.10253 7.03351 1.84400 -0.1795 0.9604 1.5612 0.0653
C 2.52706 7.49490 3.10449 -1.4983 -0.6316 -0.3410 -0.1163
C 3.83797 7.90976 3.31451 -1.6461 -0.3792 1.3168 0.0081
C 4.71828 7.78810 2.32142 0.5082 0.1581 -2.1768 -0.0040
C 1.53872 7.38192 4.22744 -0.5772 -0.4251 -0.4287 -0.1118
C 0.88686 8.48797 4.80793 1.2816 0.2456 -1.5061 0.0314
C -0.08305 8.30317 5.71142 -0.7137 -0.0264 0.6165 -0.0288
N -0.45547 7.06718 6.09667 0.8467 -0.1302 -0.2346 -0.0593
C 0.14023 5.97809 5.57913 -0.2156 -0.8710 -0.9077 0.0605
C 1.11391 6.08646 4.56087 -0.3227 1.1699 0.7527 0.0844
C -1.37752 7.03708 7.22466 -0.7466 0.2420 0.2476 0.0237
H 5.35898 8.18632 -0.53981 -0.1252 -0.6466 0.4293 0.1160
H 4.78943 6.48867 -0.82808 0.1007 0.7726 1.0030 0.1153
H 6.20630 6.76204 0.14879 -0.2243 0.2038 0.5802 0.1047
H 2.67550 6.43066 -0.02246 0.6344 0.2140 -0.3482 0.1344
H 1.07554 6.78797 1.55327 0.4180 -0.2695 0.4254 0.1383
H 4.09836 8.25961 4.30342 0.3485 0.1223 -0.1245 0.1347
H 5.69259 8.20003 2.46259 0.7425 -0.2352 -0.4828 0.1405
H 1.07507 9.49494 4.44574 0.2175 -0.1418 0.2153 0.1400
H -0.59521 9.13029 6.18357 -0.0884 -0.0858 -0.0561 0.1512
H -0.24624 4.99735 5.91541 0.0488 0.5372 0.2334 0.1304
H 1.54078 5.24051 4.01531 -0.1227 -0.0591 0.3308 0.1061
H -0.94793 7.71221 7.93575 -0.1163 0.4847 0.5497 0.1004
H -1.42612 6.07604 7.67318 0.2355 -1.2462 0.0891 0.0526
H -2.39711 7.33454 6.96088 0.3502 0.1511 -0.2903 0.1240
C -1.94058 -3.18705 -4.98365 0.8026 0.2291 0.2754 0.0537
N -1.75346 -2.42270 -3.73161 -0.1118 -0.7006 0.0009 -0.0165
C -1.66808 -3.08943 -2.58503 0.1378 0.7593 1.1180 0.0400
C -1.50720 -2.40673 -1.34659 0.5271 -1.2683 -2.8431 0.0634
C -1.42637 -1.03416 -1.42609 -0.2539 -0.9014 1.6292 -0.1554
C -1.59494 -0.37762 -2.62322 0.8469 -0.1253 0.4876 0.0198
C -1.67851 -1.09334 -3.74914 -1.6871 0.2191 -1.6098 0.0078
C -1.00546 -0.34192 -0.21520 0.8908 0.6865 -0.0280 -0.1176
C -0.14892 0.72613 -0.37721 0.4334 0.5673 -1.9326 0.0353
C 0.54597 1.22067 0.68587 0.4464 1.6021 0.4681 -0.0047
N 0.35702 0.73254 1.92010 0.2385 -0.5651 0.1814 -0.0526
C -0.48370 -0.32934 2.11520 1.1838 1.5292 1.0419 0.0065
C -1.14908 -0.84215 1.07471 -1.3550 -0.0271 -0.4156 0.0109
C 1.12788 1.27549 3.07312 -0.4123 -0.5187 -1.0524 0.0487
H -2.52257 -2.63339 -5.70251 -0.1794 0.4532 -0.0101 0.1000
H -2.50737 -4.04627 -4.68394 -0.0619 -0.6787 -0.1870 0.0724
H -0.93546 -3.38974 -5.37730 -0.3189 -0.3249 -0.0450 0.1006
H -1.66551 -4.16662 -2.58925 -0.1719 0.0973 -0.4653 0.1398
H -1.21644 -3.10059 -0.57037 -0.3088 0.6797 0.7541 0.1155
H -1.49711 0.66261 -2.70723 -0.0621 1.3209 0.0669 0.0953
H -1.97959 -0.59675 -4.67226 0.7115 -0.4628 0.0518 0.1204
H 0.14058 1.14046 -1.39335 -0.5088 -0.3609 1.1589 0.1289
H 1.23401 2.09134 0.51092 -0.6140 -0.9431 0.5930 0.1616
H -0.56681 -0.68852 3.14308 0.0494 0.1720 -0.2866 0.1447
H -1.91344 -1.52652 1.32249 -0.3847 -1.2972 -0.1087 0.1003
H 0.39590 1.56136 3.82127 0.2263 -0.1509 0.3817 0.1032
H 1.60675 2.14383 2.66319 0.4731 0.5614 0.2570 0.0647
H 1.85044 0.50653 3.38314 -0.4074 0.2888 0.2187 0.0987
C 6.51240 4.35210 4.60055 -1.3269 0.6929 -0.3914 0.0377
N 5.46093 3.67521 5.39605 1.0606 0.6986 1.7941 -0.0561
C 4.72267 2.67480 4.95795 -0.1419 -0.4724 0.0388 0.0366
C 3.83284 2.04811 5.84543 -0.0586 1.7567 -0.3806 0.0712
C 3.58682 2.55537 7.10896 0.2956 1.0803 -0.4150 -0.1120
C 4.35140 3.69251 7.52384 -0.3169 -1.5052 0.2543 0.0495
C 5.32516 4.13226 6.67964 0.6159 1.0561 0.0029 -0.0134
C 2.52883 1.89740 7.92517 -0.0468 0.6298 0.7409 -0.0985
C 2.87473 0.68697 8.50220 0.3967 -0.5915 -0.1096 0.0294
C 1.94770 -0.00446 9.19702 -1.8756 -1.1909 1.1861 -0.0043
N 0.69795 0.49216 9.37166 1.2848 -1.8470 0.8190 -0.0608
C 0.40521 1.69465 8.94924 -2.9954 0.3700 0.2223 -0.0265
C 1.25526 2.42877 8.23473 3.0298 1.0015 -1.2506 0.0666
C -0.36591 -0.31057 9.99476 -1.3818 -0.1655 -0.0936 0.0381
H 6.36860 4.01522 3.59898 0.0108 -0.1352 -0.9019 0.0626
H 7.50360 4.17182 4.94294 0.5880 -0.4529 0.6052 0.0991
H 6.29997 5.43031 4.64228 0.0998 -0.3734 -0.0420 0.1072
H 4.87597 2.42469 3.90730 -0.2831 0.0223 0.0334 0.1300
H 3.08470 1.45432 5.41423 -0.5083 -1.5774 -0.4462 0.1090
H 4.25128 4.08375 8.53453 0.0570 0.0703 -0.3236 0.1359
H 6.06149 4.91688 6.97800 -0.8694 -0.7178 -0.3342 0.1594
H 3.81860 0.16540 8.46428 0.3531 0.4774 -0.5358 0.1441
H 2.09051 -0.98819 9.65023 0.2166 0.3952 -0.3834 0.1515
H -0.64206 2.02726 9.07290 0.5135 0.0743 0.1056 0.1383
H 0.93988 3.41982 7.97887 -0.2755 0.2434 -0.5024 0.1085
H -1.08438 -0.57142 9.17505 0.7128 -0.2098 0.8096 0.1200
H -0.94188 0.32562 10.67516 0.3161 0.0458 -0.1369 0.0893
H -0.04613 -1.19178 10.58642 0.2675 0.5679 -0.8624 0.1211
C 4.14323 -2.78712 4.32508 1.9301 0.1700 1.2101 -0.0029
N 3.04772 -3.71713 4.32254 -0.3037 -0.6831 -1.7212 -0.0899
C 2.34079 -3.70750 3.15661 0.3860 0.2269 -0.3311 0.0289
C 1.06433 -4.20631 3.07634 -0.0320 -0.0885 0.7080 0.0848
C 0.59515 -4.79509 4.25568 0.7615 0.4413 0.6417 -0.1449
C 1.35603 -4.85562 5.41935 0.9651 0.0220 -0.6967 0.0440
C 2.61518 -4.30206 5.42129 -0.1251 0.1478 0.7279 -0.0188
C -0.76993 -5.23766 4.32639 -1.5779 -0.3822 -0.1972 -0.1365
C -1.78608 -4.27266 4.21815 1.2496 1.3927 0.0381 0.0353
C -3.06877 -4.68957 4.16929 -2.0095 -0.1476 -0.0716 -0.0242
N -3.38037 -6.00596 4.24213 1.3960 0.2667 -0.4237 -0.0757
C -2.40808 -6.94025 4.32429 -2.0484 0.1184 -0.1446 -0.0203
C -1.09919 -6.58869 4.37555 0.0655 0.6641 0.4066 0.0601
C -4.74772 -6.42277 4.06525 -0.7304 -0.3739 1.6571 -0.0060
H 4.69708 -2.88626 5.28586 -0.5348 0.1564 -0.5194 0.1112
H 3.61487 -1.85095 4.29897 0.4088 0.7195 -0.0383 0.0760
H 4.90243 -2.90784 3.53333 -0.9248 -0.1739 -0.0326 0.1076
H 2.91931 -3.24187 2.33433 -0.2624 0.1139 -0.0122 0.0977
H 0.37262 -4.10026 2.22351 0.5674 -0.2371 0.1929 0.1284
H 1.05523 -5.27262 6.34609 -0.7385 -0.4006 0.4609 0.1269
H 3.24121 -4.24190 6.32266 -0.3878 0.0206 -0.5848 0.1562
H -1.53292 -3.16465 4.15638 -0.3866 -1.7835 0.0473 0.1669
H -3.94573 -4.04774 3.96420 0.8112 -0.2244 0.3521 0.1646
H -2.86706 -7.91668 4.22801 0.8851 -0.2295 0.3839 0.1307
H -0.37948 -7.36829 4.44950 0.6252 -0.2934 -0.1283 0.1363
H -5.34609 -5.96610 4.83258 -0.3396 0.5620 0.2181 0.1068
H -4.90017 -7.46939 4.25112 0.4966 -0.6043 -0.0187 0.1047
H -5.14844 -6.21964 3.11933 -0.2342 0.5904 -1.4536 0.0832
C 3.38403 6.00971 -4.36016 -1.3527 -1.4241 -0.2922 -0.0087
N 3.92272 4.82861 -3.65870 -3.6197 2.1880 0.5200 -0.1069
C 2.95760 3.92788 -3.02793 1.6230 -0.7374 0.0299 -0.2433
C 3.65835 2.90217 -2.16900 -1.2388 -0.9126 -0.5718 0.0544
C 4.87582 2.47910 -2.45302 1.5692 4.2047 -2.2682 -0.2129
C 5.68611 3.36222 -3.34989 -0.0277 0.1968 0.0808 -0.0173
C 5.17093 4.54462 -3.82700 2.9659 -2.6030 0.6186 -0.1335
C 5.53905 1.41312 -1.83254 0.5872 -1.3281 2.1540 -0.1668
C 5.58581 1.28123 -0.41992 0.2017 -0.9060 -0.3764 0.0866
C 5.96325 0.03801 0.06128 -1.1085 1.6559 0.1125 -0.0440
N 6.15665 -1.01842 -0.70775 1.0904 -1.6593 0.9828 -0.0409
C 6.31924 -0.82335 -2.01602 -0.5858 -1.3944 -1.7788 -0.0123
C 6.12316 0.41128 -2.59331 0.1095 0.4086 -1.6242 0.0339
C 6.51873 -2.31872 0.06502 2.1512 2.3892 0.1530 0.0487
H 2.70635 6.53396 -3.67738 -0.0662 -0.0172 -0.3098 0.0870
H 2.84448 5.71434 -5.32738 0.6194 0.3925 1.4057 0.1206
H 4.20547 6.63715 -4.60495 0.6101 0.6546 -0.2579 0.0631
H 2.27696 4.47660 -2.39511 -0.7109 0.3031 -0.2868 0.1389
H 3.02233 2.17138 -1.70457 -0.5098 0.3905 0.7794 0.1164
H 6.73546 3.18607 -3.46653 0.4150 -0.0981 0.0115 0.0834
H 5.79526 5.31853 -4.26618 -0.0256 -0.3496 -0.2244 0.1288
H 5.34446 2.05393 0.32258 -0.0956 -0.0660 -0.6427 0.1072
H 5.95705 -0.12476 1.10173 0.1148 -0.3517 1.0405 0.1279
H 6.33430 -1.72503 -2.66657 0.6298 0.6417 0.7313 0.1619
H 6.29435 0.65856 -3.70150 -0.4775 -1.0046 1.7574 0.1568
H 7.48193 -2.06135 0.56736 -0.3610 -0.0556 -0.5738 0.1046
H 6.73895 -3.13751 -0.57150 -0.4598 -0.5911 -0.7935 0.0842
H 5.82929 -2.48622 0.86634 -0.9474 -0.2226 -0.4119 0.0433
C -1.73221 0.26107 -8.90713 -0.2899 0.2223 -0.6791 -0.0966
C -1.42847 -0.58699 -7.67346 -0.6899 0.0558 -0.4310 -0.2387
C -0.08403 -0.15461 -7.14438 0.3987 -0.0217 0.6430 -0.2026
C 1.05280 -0.59895 -8.04140 -0.7456 -1.2765 -0.6485 -0.1297
N 2.38765 -0.24813 -7.54029 0.6734 2.4187 1.3513 -0.2435
C 3.51184 -0.93524 -8.24845 -0.5653 1.5488 -0.3319 -0.0865
C 4.71537 -0.84678 -7.30241 -0.6014 -1.2617 -0.5648 -0.1193
C 4.11204 -0.66252 -5.89749 0.0904 -0.4764 -0.7161 -0.1299
C 2.60790 -0.62396 -6.08652 0.0417 -1.5047 -0.0931 -0.0958
C 2.54352 1.25910 -7.58354 -1.0425 -0.2823 -0.6467 0.0357
H -1.03251 0.05367 -9.72660 -0.0300 0.1222 0.2109 0.0674
H -1.64368 1.32305 -8.63229 0.0580 -0.2254 -0.1472 0.0728
H -2.72298 0.15742 -9.36938 0.0812 -0.2765 0.4487 0.0784
H -1.42846 -1.67291 -7.89368 -0.1218 0.4910 0.1000 0.1071
H -2.21755 -0.36922 -6.92598 0.3755 -0.2828 -0.2403 0.0936
H 0.07254 -0.56272 -6.13215 0.0617 0.1157 -0.3526 0.1115
H -0.06884 0.91907 -7.05153 -0.2163 0.4231 0.2648 0.0783
H 0.94335 -0.30552 -9.11255 0.2955 0.1718 0.9008 0.1485
H 1.02966 -1.68295 -7.99953 0.1459 -0.3950 -0.2403 0.0998
H 3.57329 -0.41230 -9.23390 0.2906 -0.8358 0.5990 0.1492
H 3.14630 -1.93997 -8.26367 0.0490 -0.9149 -0.5964 0.0972
H 5.43697 -0.09656 -7.55899 0.3049 0.4087 -0.1888 0.1008
H 5.14564 -1.84541 -7.44790 0.4831 0.3757 0.4510 0.1213
H 4.44620 0.25574 -5.46398 0.3011 0.6662 0.3370 0.0860
H 4.40416 -1.47345 -5.24417 -0.0910 -0.1814 0.1978 0.1048
H 2.17211 0.06263 -5.40885 -0.7661 0.9088 0.2100 0.0947
H 2.14169 -1.60539 -5.95145 0.2467 0.0390 -0.1822 0.1146
H 3.42319 1.58475 -7.10260 1.1916 -0.0333 0.7382 0.0866
H 1.70843 1.68287 -7.00173 0.3975 0.0062 -0.5456 0.0813
H 2.63600 1.59285 -8.62577 -0.5058 -0.1582 0.2065 0.1135
C -7.88919 1.67810 -5.47139 -1.3333 1.1669 1.0010 -0.1143
C -7.70162 0.26538 -5.00581 -0.7375 -1.4508 -0.0277 -0.2556
C -7.57711 0.05211 -3.47544 -0.7912 1.4282 0.8479 -0.1746
C -6.16154 -0.13039 -3.04488 0.7058 -1.6177 0.2084 -0.1199
N -5.90869 -0.26923 -1.54093 -4.2704 1.0475 -0.0223 -0.2230
C -4.56590 -0.61496 -1.23340 2.4867 -1.9321 1.7055 -0.1234
C -4.57411 -1.26961 0.22982 0.3766 1.0343 -1.7257 -0.1052
C -5.99515 -1.70462 0.33316 -1.8500 0.0894 1.9178 -0.1701
C -6.68490 -1.44576 -0.96056 0.3732 -0.0237 -0.7591 -0.1062
C -6.44362 0.95770 -0.80818 0.7848 0.3724 0.4771 0.0437
H -8.84786 2.13808 -5.02897 1.4906 -0.6187 -0.2300 0.1041
H -8.06758 1.80004 -6.53610 0.4787 -0.2902 -0.1807 0.0717
H -7.02229 2.24615 -5.14511 -0.0261 0.5579 -0.2078 0.0652
H -6.88546 -0.24922 -5.51472 0.2594 0.2088 -0.0052 0.1079
H -8.57899 -0.29935 -5.32584 -0.0521 -0.1111 0.0538 0.1102
H -8.16630 -0.83094 -3.14345 0.1551 0.7927 -0.2112 0.1192
H -7.90081 1.01067 -2.96560 -0.4802 -1.1288 -0.4870 0.1190
H -5.52841 0.67483 -3.33553 0.5858 0.5596 -0.5051 0.1177
H -5.82646 -1.09102 -3.45155 0.5550 0.2848 0.0331 0.1140
H -3.85651 0.17858 -1.32574 0.0373 0.8587 -0.1463 0.1249
H -4.26761 -1.44282 -1.87583 -0.2015 0.1656 -0.4435 0.0947
H -4.22319 -0.54813 0.94350 -0.3046 0.4639 0.6353 0.0989
H -3.90890 -2.10960 0.32246 0.3710 -0.2987 -0.4750 0.0820
H -6.57877 -1.17807 1.11811 0.5864 -0.1634 -0.1024 0.1243
H -6.13769 -2.75300 0.53366 0.2674 -0.4918 0.2748 0.1198
H -7.75428 -1.26395 -0.83167 0.2783 0.1747 -0.4668 0.1408
H -6.45390 -2.24831 -1.63589 -0.2052 -0.4996 -0.5177 0.1104
H -5.70402 1.21643 -0.04880 -0.0181 0.1241 -0.1117 0.1055
H -7.38543 0.79480 -0.26989 0.2401 -0.3713 -0.4752 0.1098
H -6.58928 1.81214 -1.47113 0.2752 -0.2677 -0.1017 0.1023
C -2.36744 3.57745 7.71906 1.0748 -0.2748 0.1640 -0.4307
O -2.50416 2.52260 8.71990 0.4790 -0.9217 0.1403 -0.1613
O -1.11397 4.03908 7.58641 -1.0322 -0.5181 -0.0044 -0.2241
C -2.87702 2.79767 6.44224 4.1692 2.7001 0.8301 -0.5778
F -3.96623 2.12616 6.55905 -1.0791 -1.1540 -0.2792 0.2162
F -2.97785 3.75475 5.52547 -1.1333 0.5348 -1.4937 0.1297
F -1.79698 2.05085 5.97602 -1.4978 -0.6269 0.4810 0.0808
C -3.44373 2.82814 9.68720 -0.0632 2.2994 1.9543 -0.3155
C -3.81494 1.75990 10.69871 -2.1062 0.0312 -0.9602 -0.0658
H -4.59394 1.05532 10.30642 0.7423 0.4557 0.0332 0.0911
H -2.99143 1.16568 10.99612 0.8775 -0.3609 0.7491 0.0313
H -4.34509 2.28593 11.52027 0.7264 -0.4669 -0.1585 0.0930
H -4.36590 3.20760 9.23754 -0.0626 -0.0597 -0.0957 0.1166
H -3.02290 3.72168 10.30224 -0.6240 -1.0848 -0.8005 0.1473
H -3.05656 4.39369 8.04796 -0.2683 -0.4894 -0.5821 0.1464
C 0.06050 4.98804 -0.65683 0.3820 -0.6795 2.2918 -0.4794
O 0.03884 6.24978 -1.27388 -1.0982 0.0820 -1.4558 -0.0785
O 1.16055 4.91444 0.09738 0.3658 -0.2610 -0.3338 -0.1972
C -1.13322 4.85635 0.35492 -1.1366 1.5660 0.1258 -0.5098
F -1.40867 5.96451 1.17426 1.0876 -0.8484 -0.5539 0.0663
F -2.31254 4.68985 -0.27651 -0.4932 -0.3906 -0.3705 0.1058
F -0.99794 3.81324 1.16521 0.2178 -0.3280 0.3367 0.1384
C -0.95123 6.27544 -2.32770 0.3287 1.1064 -0.9912 -0.2474
C -1.88826 7.51256 -2.20924 0.5719 -0.9266 -0.6888 -0.0617
H -2.66334 7.43112 -3.01504 0.5178 0.2211 0.8200 0.0869
H -2.32737 7.58944 -1.21051 -0.0870 -0.1508 -0.2418 0.0691
H -1.27539 8.39473 -2.38830 -0.1798 0.1843 -0.0190 0.0645
H -1.51661 5.36340 -2.27119 -0.3896 -0.2893 -0.1144 0.0784
H -0.45217 6.27754 -3.36470 -0.4142 0.0923 1.4517 0.1359
H -0.16687 4.13160 -1.35432 0.6364 0.6515 -0.0403 0.1442
C -5.15882 -4.06445 -3.40259 -1.8522 -1.9204 0.0508 -0.4652
O -4.21644 -5.07636 -3.98064 0.1178 0.8522 0.3125 -0.1520
O -4.64109 -3.05915 -2.79672 0.6163 0.4637 -0.4395 -0.1490
C -6.14203 -3.68617 -4.61614 2.9302 -0.5614 0.8387 -0.4888
F -6.44422 -4.81454 -5.30281 -0.5649 1.4205 -0.3129 0.1213
F -7.23526 -3.17013 -4.05223 -0.7189 0.4130 -0.7784 0.1275
F -5.56529 -2.73990 -5.47858 -1.3074 -1.2958 0.8955 0.0819
C -4.61490 -6.43389 -3.99199 -0.6012 -0.6565 -0.4570 -0.2786
C -4.05948 -7.19910 -5.20944 -0.4395 -0.8233 0.3003 -0.0759
H -2.98742 -7.31006 -5.26593 0.4600 0.2767 0.3198 0.0576
H -4.45129 -8.23514 -5.17419 0.1158 0.3803 0.2197 0.0800
H -4.38099 -6.84521 -6.17972 -0.2493 0.6089 -0.0631 0.0665
H -5.72787 -6.52461 -4.09135 0.8779 0.1007 0.4873 0.1145
H -4.27863 -6.94986 -3.06162 -0.2703 0.3674 -0.4405 0.1110
H -5.88545 -4.69257 -2.70975 0.8569 0.4857 -0.9526 0.1640
C 3.19459 -2.84164 0.01160 0.2221 -1.5534 -1.0765 -0.4708
O 3.82465 -3.56092 -1.15390 -0.6658 0.3189 0.9701 -0.1249
O 3.98616 -2.62250 1.01119 0.3572 1.1502 0.8763 -0.1980
C 2.41516 -1.67066 -0.62108 -1.5940 -0.2247 -0.5571 -0.4667
F 2.98205 -0.55589 -1.02854 1.5306 0.7651 0.1272 0.1688
F 1.69623 -2.05900 -1.71582 -0.0222 -0.2328 1.0270 0.1297
F 1.50470 -1.23574 0.34324 0.8159 -0.9983 -0.4493 0.0770
C 4.07441 -4.94565 -0.83968 -0.5902 0.7072 1.2108 -0.2481
C 2.82127 -5.84776 -0.72294 0.1086 1.3990 0.0288 -0.0527
H 3.11839 -6.87525 -0.66777 0.2358 -0.6545 -0.1267 0.0642
H 2.28908 -5.62928 0.21612 -0.0172 -0.0249 -0.3706 0.0578
H 2.15498 -5.68735 -1.57838 0.0857 -0.1160 0.1941 0.0796
H 4.60583 -4.97558 0.13938 -0.0253 -0.0965 -0.5488 0.1120
H 4.72965 -5.26536 -1.61880 0.4272 -0.4434 -0.5191 0.1026
H 2.37770 -3.48508 0.35284 -0.8098 -0.3565 -0.4639 0.1173
C -2.49882 -5.33635 1.27460 -1.9976 -0.2620 1.4000 -0.4593
O -1.92267 -6.73913 1.45780 -0.0792 1.5067 0.8554 -0.0898
O -1.76518 -4.35622 1.67184 0.7214 -0.2031 -0.1053 -0.1211
C -2.83739 -5.31861 -0.17319 1.7186 0.8473 -1.1331 -0.5519
F -3.49698 -6.40433 -0.52637 -0.6333 0.1433 -1.0161 0.1576
F -3.51365 -4.21718 -0.55376 -0.2657 -0.6821 0.3152 0.1322
F -1.64239 -5.26345 -0.87737 -0.9086 -0.6499 0.1879 0.0936
C -2.74265 -7.86885 1.53914 0.6145 -1.7845 -1.3465 -0.2961
C -1.84049 -9.05604 1.92012 0.9748 -0.3138 0.9649 -0.0613
H -2.19986 -10.07080 1.71234 -0.1275 0.4416 -0.6864 0.0834
H -0.79243 -8.92662 1.61286 -0.5420 -0.0294 -0.9378 0.0896
H -1.61535 -9.16381 2.98276 -0.5452 0.4546 0.5753 0.0409
H -3.19933 -8.10472 0.56523 0.2723 -0.0123 0.3191 0.1176
H -3.59246 -7.87011 2.20654 -0.3663 0.7152 0.6065 0.0840
H -3.59261 -5.30111 1.76578 1.2373 -0.6557 -0.3837 0.1571
C 1.76515 -4.49246 -6.73564 -1.1249 -0.6256 1.5884 -0.4821
O 0.33016 -4.80682 -6.55757 0.2327 -0.6036 -0.1853 -0.1494
O 1.85627 -3.38628 -7.36747 1.4551 1.0551 -0.5908 -0.1511
C 2.19614 -4.46593 -5.20461 -0.8555 1.4380 -0.4445 -0.5175
F 3.45512 -3.96098 -5.12075 0.2265 -1.0000 0.2576 0.1009
F 1.47704 -3.58519 -4.43696 -0.2058 -0.1099 -0.3157 0.0835
F 2.05109 -5.64841 -4.58777 0.8668 0.1079 -0.1150 0.1324
C -0.38238 -4.71889 -7.78556 0.7078 0.3203 0.1224 -0.2854
C -1.66961 -5.48969 -7.57891 0.1968 -0.5389 -1.1969 -0.0639
H -2.33619 -5.03381 -6.86777 -0.2437 0.1899 0.3146 0.0412
H -2.20077 -5.61272 -8.53895 0.0474 0.2038 0.3328 0.0829
H -1.42517 -6.51484 -7.24416 -0.0600 0.5468 0.0135 0.0859
H 0.23077 -5.10815 -8.58003 0.2944 -1.1758 -0.3933 0.1062
H -0.39391 -3.68778 -8.21085 -0.8992 -0.1053 0.9869 0.1001
H 2.33680 -5.40803 -7.09260 -0.6068 0.4366 -0.3303 0.1609
O 0.81169 2.49507 -2.76760 -0.1294 -0.5517 -0.1682 -0.0282
C 1.28519 2.44461 -3.92443 -1.6008 -0.3095 -0.4565 -0.6829
O 0.85986 1.83172 -4.95314 0.6498 0.8812 1.4815 -0.0376
O 2.38397 3.24403 -4.12846 -0.0096 0.1501 -0.9969 0.0495
H -2.43604 3.39771 -4.18003 0.9143 -0.5215 1.4696 0.1470
O -2.61097 2.54293 -6.08116 0.8408 0.0681 0.1428 0.0911
C -2.78355 1.84262 -4.88425 3.7379 7.1754 -1.2502 -0.6757
O -3.54210 1.02584 -4.90449 -5.0067 -7.2095 0.6801 0.2064
O -2.30863 2.49160 -3.78125 -0.3762 1.1721 -1.6992 0.1043
H -1.75993 2.98572 -6.25718 -0.1109 -0.4114 0.6578 0.1244
O -0.05779 -0.69543 6.21991 -1.2191 1.1522 1.4671 -0.0085
C 1.05499 -1.55266 6.33142 -1.0334 0.7824 -2.4774 -0.7912
O 1.64333 -1.53922 5.21400 0.3904 -0.3429 1.3069 -0.0493
O 1.18349 -2.18954 7.36536 0.7302 -0.3605 1.0196 -0.0041
H -0.54125 -0.49885 7.07684 1.0481 -0.8221 -1.4067 0.0879
O 3.53340 4.02718 0.54752 -0.9859 -0.0473 2.7562 0.0027
C 3.82404 3.86802 1.91937 0.1690 1.1453 -0.3572 -0.7149
O 3.01043 4.22261 2.85938 0.9138 -0.7787 -1.8182 -0.0770
O 4.99863 3.46688 2.08435 0.0957 -0.4913 0.5911 -0.0819
H 2.55450 4.26463 0.50711 0.0065 0.0241 -0.7304 0.0333
```
Positions in Å, forces in eV/Å.

- strongest force on any atom (eV/A) = 8.80
- HOMO level (eV) = -9.449
- multiplicity = 1
- gap between HOMO and LUMO (eV) = 4.46
- charge = +2
- energy (Eh) = -8388.660014